--- i ---
A structure of composition C15H21FN2O2S. Source: OMol25; level of theory: ωB97M-V/def2-TZVPD.

Geometry as XYZ:
```
42
Properties=species:S:1:pos:R:3
N -5.0625 2.2884 1.2960
C -4.3179 1.5689 2.0432
O -4.5238 0.3161 2.3537
C -3.0593 2.3485 2.4360
C -2.2525 1.5683 3.2048
C -1.2839 0.4834 2.5710
N -0.3983 1.1645 1.5249
C -1.4958 1.5571 0.5290
C -2.1694 2.7270 1.1968
H -2.7950 3.3851 0.5144
H -1.3185 3.3395 1.7438
H -0.8022 1.8426 -0.2919
H -2.2959 1.0372 0.0323
C 0.4790 0.1265 1.0891
H 1.0388 -0.2018 1.7381
C 0.1356 -1.0284 0.2437
C 1.1547 -1.5006 -0.6403
H 0.9307 -2.5527 -1.0262
H 1.9401 -1.8750 0.1290
S 1.6832 -0.5217 -1.8806
C 2.8510 -1.4207 -2.8971
C 3.6031 -0.7251 -3.8493
C 4.4756 -1.3070 -4.5678
C 5.0846 -2.4568 -4.2066
C 4.2682 -3.4255 -3.2302
C 3.3228 -2.5960 -2.4071
H 2.9725 -2.9991 -1.7268
H 4.7855 -4.2615 -2.8371
F 6.0454 -2.9800 -5.0222
H 4.8538 -0.6547 -5.4861
H 2.9659 0.1683 -4.1391
O -0.5768 -2.1497 0.9793
H 0.0932 -2.2436 1.8681
H -0.8306 -0.7580 -0.5435
H 1.0662 0.8264 0.2559
H -0.6518 -0.2132 3.4924
H -2.1975 -0.4170 2.1744
H -2.5465 1.1513 4.3027
H -1.3678 2.1365 3.8849
H -3.2350 3.0885 3.0448
H -4.9253 3.3784 1.1276
H -5.6435 1.7857 0.9761
```

The HOMO-LUMO gap comes out at 8.5 eV. Its LUMO energy is 0.012 hartree. As for the HOMO energy: -8.144 eV.

***

--- ii ---
An isolated molecule of C15H21FN2O2S. Source: OMol25; level of theory: ωB97M-V/def2-TZVPD.

Geometry as XYZ:
```
42
Properties=species:S:1:pos:R:3
C 0.7221 -2.7032 1.7824
C 0.0796 -2.5004 0.6420
C -0.3003 -1.1452 0.0440
C -1.5346 -1.3874 -0.7313
N -2.5115 -1.5667 -1.3043
C -0.5233 -0.0714 1.1260
C -1.8029 -0.2030 1.9467
O -2.9921 0.1201 1.2767
C -3.1197 1.4828 0.9214
C -4.4839 1.6745 0.2627
C 0.8160 -0.6995 -1.0023
C 0.9961 -1.8554 -1.9041
N 1.1608 -2.7676 -2.5800
C 2.1994 -0.4724 -0.3455
C 2.4230 0.8783 0.3676
C 3.5969 1.6703 -0.2070
S 5.1991 0.8331 -0.0291
C 0.3992 0.5523 -1.8300
C -0.0862 0.3070 -3.2395
O 0.5857 0.1418 -4.1955
F -1.4262 0.3550 -3.3322
H 0.8445 -3.7125 2.1522
H 1.1420 -1.9110 2.3891
H -0.2352 -3.3589 0.0605
H -0.4401 0.9262 0.7009
H 0.3030 -0.1590 1.8318
H -1.9124 -1.2204 2.3236
H -1.6920 0.4500 2.8254
H -2.3346 1.7775 0.2148
H -3.0228 2.1050 1.8210
H -5.1033 0.8051 0.4721
H -4.3798 1.7597 -0.8185
H -4.9695 2.5841 0.6123
H 2.4219 -1.3038 0.3206
H 2.9350 -0.5398 -1.1503
H 1.5448 1.5216 0.3258
H 2.6419 0.7043 1.4240
H 3.6505 2.6310 0.3051
H 3.4483 1.8721 -1.2692
H 4.8756 0.0960 1.0396
H 1.2575 1.2132 -1.9420
H -0.3725 1.1165 -1.3077
```

The HOMO-LUMO gap comes out at 9.8 eV. Its LUMO energy is 0.008 hartree. As for the HOMO energy: -9.612 eV. Its SMILES is C=C[C@@](C#N)(CCOCC)[C@](C#N)(CCCS)CC(=O)F.

***

Of them, the most stable is ii and the least stable is i.

***

--- i ---
A cluster of 3 separate species, CH7O3 in total. Source: OMol25; level of theory: ωB97M-V/def2-TZVPD.

Geometry as XYZ:
```
11
Properties=species:S:1:pos:R:3
C 0.5588 -0.4585 -1.1141
O 0.1929 -0.1206 0.1141
H 0.9316 -1.5516 -1.0352
H -0.2213 -0.2150 -1.9352
H 1.2443 0.2709 -1.4754
H -0.7157 -0.7475 1.0932
H -2.0531 -1.3760 0.5294
O -1.7116 -1.1728 1.4662
H 0.1297 2.3533 0.9217
H 0.6573 1.0384 0.5147
O 0.9870 1.9795 0.9204
```

The HOMO-LUMO gap comes out at 8.5 eV. As for the charge: -1. Its LUMO energy is 0.160 hartree. As for the HOMO energy: -4.133 eV.

***

--- ii ---
A cluster of 3 separate species, CH7O3 in total. Source: OMol25; level of theory: ωB97M-V/def2-TZVPD.

Geometry as XYZ:
```
11
Properties=species:S:1:pos:R:3
C -0.9472 -0.2651 1.6118
O -0.2733 -0.4729 0.4369
H -0.4583 0.4662 2.2889
H -1.9615 0.1625 1.4447
H -1.1003 -1.2028 2.1791
H -0.8510 -0.0959 -1.0487
H -0.3796 -0.5785 -2.4151
O -1.0653 -0.0185 -2.0334
H 1.9833 1.5799 -0.0216
H 1.3437 0.2724 0.3848
O 2.2040 0.6434 0.0595
```

The HOMO-LUMO gap comes out at 8.0 eV. As for the charge: -1. Its LUMO energy is 0.166 hartree. As for the HOMO energy: -3.465 eV.

***

Of them, the most stable is ii and the least stable is i.

***

--- i ---
A cluster of 2 separate species, CH3ClOS in total. Source: OMol25; level of theory: ωB97M-V/def2-TZVPD.

Geometry as XYZ:
```
7
Properties=species:S:1:pos:R:3
C 0.2799 1.1070 -0.9528
O -0.6206 -0.3401 0.9307
S -0.9866 -1.7349 1.0236
Cl 0.1485 -2.7041 2.3464
H 0.9439 1.9754 -0.7191
H -0.5683 1.4289 -1.3490
H 0.8031 0.2679 -1.2799
```

The HOMO-LUMO gap (spin up / spin down) comes out at 7.2 / 9.4 eV. Its LUMO energy (spin up / spin down) is -0.050 / 0.009 hartree. As for the HOMO energy (spin up / spin down): -8.548 / -9.108 eV.

***

--- ii ---
A cluster of 2 separate species, CH3ClOS in total. Source: OMol25; level of theory: ωB97M-V/def2-TZVPD.

Geometry as XYZ:
```
7
Properties=species:S:1:pos:R:3
C 1.4062 -0.1219 0.6899
O 2.1538 0.4845 -0.0179
H 0.6797 0.4982 1.3043
H 1.1975 -1.1669 0.5962
S -1.7378 0.3632 -1.6410
Cl -3.0244 -0.3018 -0.2437
H -0.6751 0.2447 -0.6877
```

The HOMO-LUMO gap comes out at 9.4 eV. Its LUMO energy is -0.006 hartree. As for the HOMO energy: -9.592 eV. Its SMILES is C=O.SCl.

***

Of them, the most stable is ii and the least stable is i.

***

--- i ---
An isolated molecule of C18H19NO6. Source: OMol25; level of theory: ωB97M-V/def2-TZVPD.

Geometry as XYZ:
```
44
Properties=species:S:1:pos:R:3
C -5.9001 -0.6597 -0.2090
O -4.5580 -0.7524 0.1993
C -3.7071 0.2876 -0.0798
C -4.0988 1.4086 -0.7974
C -3.2015 2.4261 -1.0860
C -1.8974 2.3327 -0.6638
C -1.4661 1.2253 0.0714
C -0.1062 1.1086 0.5495
C 0.9470 1.8548 0.1845
C 2.2667 1.5704 0.7438
O 2.5210 0.7617 1.6015
O 3.2257 2.3217 0.1373
C 4.5593 2.0251 0.5214
C 4.9670 0.5968 0.1303
O 5.8259 -0.0156 0.7188
N 4.3118 0.1373 -0.9583
C 4.2091 -1.2790 -1.2593
C 2.8779 -1.7851 -0.8065
C 2.5057 -2.5660 0.2452
C 1.0902 -2.6168 0.2190
C 0.7073 -1.8555 -0.8382
O 1.7795 -1.3443 -1.4682
C -2.3770 0.1904 0.3788
O -1.8477 -0.8470 1.0737
C -2.6493 -1.8098 1.7213
H -5.9888 -0.6047 -1.2986
H -6.4025 0.2010 0.2438
H -6.3717 -1.5762 0.1427
H -5.1140 1.4966 -1.1482
H -3.5376 3.2851 -1.6457
H -1.2010 3.1254 -0.8809
H 0.0764 0.3174 1.2646
H 0.9058 2.6467 -0.5463
H 4.6814 2.1190 1.6048
H 5.1917 2.7540 0.0110
H 3.5775 0.7134 -1.3460
H 4.3331 -1.4216 -2.3376
H 5.0086 -1.7868 -0.7184
H 3.1577 -3.0392 0.9493
H 0.4516 -3.1419 0.8982
H -0.2567 -1.6007 -1.2302
H -3.1310 -2.4827 1.0096
H -3.4088 -1.3461 2.3535
H -1.9566 -2.3748 2.3452
```

The HOMO-LUMO gap comes out at 8.3 eV. Its LUMO energy is -0.003 hartree. As for the HOMO energy: -8.386 eV. Its SMILES is COc1cccc(/C=C/C(=O)OCC(=O)NCc2ccco2)c1OC.

***

--- ii ---
A structure of composition C18H19NO6. Source: OMol25; level of theory: ωB97M-V/def2-TZVPD.

Geometry as XYZ:
```
44
Properties=species:S:1:pos:R:3
C -7.7235 -0.6927 0.7255
H -8.5183 -1.3186 0.6896
O -6.5989 -1.4765 0.1736
C -5.4261 -1.1890 -0.0109
C -4.5936 -2.3433 -0.5678
C -3.3403 -2.0189 -0.6023
C -2.8409 -0.7819 -0.3035
C -3.6326 0.3823 -0.1609
C -5.0077 0.1655 0.1126
O -5.7684 1.0814 0.6233
C -5.3587 2.6226 0.8535
H -6.2549 3.1127 1.0656
H -4.5034 2.2561 1.4956
H -4.8816 2.9391 -0.0539
H -3.2138 1.3309 -0.0211
C -1.4221 -0.4621 -0.6004
C -0.6353 0.5629 -0.5815
C 0.7177 0.7173 -0.8505
O 1.5455 -0.0709 -1.3232
O 1.2080 2.0647 -0.6814
C 2.5534 2.2486 -1.2233
H 2.5513 3.4126 -1.2072
H 2.8692 1.7643 -1.9498
C 3.5032 1.9866 0.1974
O 4.2035 2.9704 0.3407
N 3.7020 0.6520 0.3162
H 3.0786 -0.2127 -0.2194
C 4.5318 0.2622 1.3232
C 5.3231 -0.9797 0.9077
C 5.2860 -2.3335 0.7422
C 6.4275 -2.6533 -0.0334
C 7.1509 -1.6888 -0.3370
O 6.6087 -0.5203 0.2752
H 8.1189 -1.6677 -0.6958
H 6.6125 -3.8428 -0.2410
H 4.4620 -2.6774 1.0432
H 5.1032 0.9515 1.5628
H 3.8935 -0.3110 2.4298
H -1.1298 1.7098 -0.3299
H -0.9009 -1.1736 -0.9379
H -2.5683 -2.8141 -0.8252
H -5.1840 -3.0743 -0.3147
H -8.0331 0.0836 -0.0325
H -7.6044 -0.4249 1.6555
```

The HOMO-LUMO gap comes out at 7.5 eV. Its LUMO energy is -0.004 hartree. As for the HOMO energy: -7.575 eV.

***

Of them, the most stable is i and the least stable is ii.